{
  "formula": "C18H52N8O6",
  "method": "ωB97M-V with the def2-TZVPD basis set",
  "spin_multiplicity": 1,
  "smiles": "COC[C@H](C)N.COC[C@H](C)N.COC[C@H](C)N.COC[C@H](C)N.NC(N)=O.NC(N)=O",
  "orbital_gap_ev": 9.53,
  "e_tot_ev": -43714.5338,
  "lumo_ev": 0.37,
  "relative_energy_kcal_mol": 10.5,
  "total_charge": 0,
  "elements": ["O", "O", "O", "O", "O", "O", "N", "N", "N", "N", "N", "N", "N", "N", "C", "C", "C", "C", "C", "C", "C", "C", "C", "C", "C", "C", "C", "C", "C", "C", "C", "C", "H", "H", "H", "H", "H", "H", "H", "H", "H", "H", "H", "H", "H", "H", "H", "H", "H", "H", "H", "H", "H", "H", "H", "H", "H", "H", "H", "H", "H", "H", "H", "H", "H", "H", "H", "H", "H", "H", "H", "H", "H", "H", "H", "H", "H", "H", "H", "H", "H", "H", "H", "H"],
  "positions_angstrom": [[-0.59860, -0.22646, -2.96046], [0.81595, 1.64643, -0.24231], [-0.37939, 5.95524, -1.88836], [4.34773, 5.20914, 3.53058], [-1.27608, -6.90093, -3.16734], [-0.81652, -1.65147, 2.95540], [1.05244, 4.21315, -1.59978], [-1.22291, 3.97143, -1.12227], [0.08433, 1.00056, 1.80634], [-0.42705, -0.26027, -0.11348], [-1.95392, -4.02527, -1.13994], [-0.64662, 2.99628, -4.76950], [1.46504, -3.46983, 2.32215], [1.29604, 4.11144, 2.01459], [1.79589, -1.47298, 3.66387], [-0.37156, -2.69228, 3.79299], [-2.15567, -5.88530, -2.71706], [4.62755, 5.94287, 4.67238], [-1.44103, -1.26987, -3.37433], [2.99057, 4.78210, 3.48436], [-2.24671, -6.26178, -0.21123], [-2.24957, 2.16412, -3.04843], [3.44084, 4.82347, 0.94315], [-1.86211, -7.75392, -4.09641], [-0.84195, 2.10394, -3.62202], [-2.23163, -1.47786, 3.02241], [0.23299, 0.81018, 0.45291], [-0.20270, 4.78881, -1.59347], [2.75310, 4.12573, 2.11312], [-0.37614, 0.72434, -4.01557], [-1.63754, -5.43943, -1.35804], [1.12894, -2.84587, 3.64085], [-0.40836, 3.94145, -4.49026], [-2.49081, -7.18245, -4.79563], [4.62821, 5.37141, 5.61634], [-2.96316, 1.71686, -3.76158], [-0.57986, -5.73379, -1.37673], [-2.70423, -1.89093, 2.12646], [3.19998, 3.13467, 2.18617], [4.39765, 5.22944, 1.28502], [-0.17196, 2.55433, -2.88211], [-0.48099, -0.13818, -1.13174], [0.59452, 1.77309, 2.20052], [1.70601, 4.90586, -1.91854], [2.86066, 5.65339, 0.54472], [-2.69079, -1.88458, 3.92697], [-1.51395, -6.77070, 0.41803], [-0.88772, -2.00755, -3.96946], [5.66408, 6.28586, 4.62815], [2.36856, 5.66587, 3.62843], [-0.99329, 3.14358, -0.59886], [-1.64341, -3.73397, -0.21163], [-2.24165, -5.09191, -3.46739], [-0.91926, -0.92228, 0.45052], [0.69599, 0.73738, -4.21585], [1.55734, -3.41889, 4.46368], [0.92313, 5.03783, 1.82826], [-2.96740, -5.67135, 0.36024], [2.88762, 3.94889, 4.18191], [-0.37060, 0.32056, 2.37751], [1.36755, -2.71972, 1.64183], [-2.85560, -7.12640, -0.51527], [1.02433, 3.59192, 1.17726], [-2.33810, -0.95729, -3.91569], [-1.11222, -8.26966, -4.68833], [-2.47405, -0.41017, 3.08209], [-2.67525, 3.16422, -2.95782], [1.26346, -0.84615, 4.38972], [1.22631, 3.26874, -1.29809], [1.79235, -0.91895, 2.72248], [-1.83154, -1.82214, -2.51837], [-1.47473, 3.15479, -5.33894], [-2.30646, 1.63306, -2.09769], [-0.91603, -3.62471, 3.60376], [-2.52933, -8.48232, -3.61810], [3.73553, 4.10436, 0.17795], [0.75288, -4.14473, 2.07900], [-0.88402, 0.36539, -4.91491], [-1.27400, -3.54394, -1.73518], [-0.56626, -2.45122, 4.85055], [3.94461, 6.79187, 4.78198], [-3.13029, -6.37469, -2.58227], [2.84382, -1.47811, 3.96607], [-2.13299, 4.38629, -1.07030]]
}

{
  "formula": "C18H52O8",
  "method": "ωB97M-V with the def2-TZVPD basis set",
  "spin_multiplicity": 1,
  "smiles": "CC(C)O.CC(C)O.CC(C)O.CC(C)O.CC(C)O.CO.CO.CO",
  "orbital_gap_ev": 10.20,
  "e_tot_ev": -35877.4488,
  "lumo_ev": 0.37,
  "relative_energy_kcal_mol": 288.7,
  "total_charge": 0,
  "elements": ["O", "O", "O", "O", "O", "O", "O", "O", "C", "C", "C", "C", "C", "C", "C", "C", "C", "C", "C", "C", "C", "C", "C", "C", "C", "C", "H", "H", "H", "H", "H", "H", "H", "H", "H", "H", "H", "H", "H", "H", "H", "H", "H", "H", "H", "H", "H", "H", "H", "H", "H", "H", "H", "H", "H", "H", "H", "H", "H", "H", "H", "H", "H", "H", "H", "H", "H", "H", "H", "H", "H", "H", "H", "H", "H", "H", "H", "H"],
  "positions_angstrom": [[-0.42081, -4.26446, 2.48833], [1.36919, -0.51846, -3.57867], [2.56819, -3.92546, -0.99067], [2.15019, 0.63254, -0.90567], [-3.89781, 2.19554, 1.70733], [-2.80381, 4.45554, 0.83533], [-1.89581, -3.23246, -2.22067], [4.78819, 0.74554, 0.07033], [-2.00281, -0.92046, -1.47567], [-1.68781, 3.56654, -1.25867], [-2.22781, -1.97946, -2.64567], [1.39919, 0.61954, 0.26333], [-3.76081, -2.18446, -3.07467], [2.58519, -2.87746, -0.04467], [-1.42081, -3.48546, 3.04833], [5.72319, -0.36046, -1.67367], [-2.93781, 1.95854, 3.91733], [-3.02181, 1.38054, 2.51633], [-2.60281, 4.59354, -0.67567], [1.73719, 0.52154, -4.34767], [-0.78981, -2.69146, 4.28033], [-1.68481, 1.25754, 1.75333], [-2.19581, 6.03654, -0.93267], [-1.96981, -2.55046, 2.04133], [6.00119, 0.30154, -0.27667], [6.29519, -0.88946, 0.75533], [-2.62481, 3.04854, 3.68033], [-1.35881, 2.36654, 1.77433], [-4.43381, -1.29646, -3.50067], [-2.92981, 6.74854, -0.92767], [-1.72181, 6.05754, -1.95867], [0.53519, -0.24346, 0.29333], [5.47719, -1.64946, 0.83633], [-2.34981, 2.49754, -1.27767], [-3.33681, 3.71254, 0.94633], [-3.53481, 0.38254, 2.49333], [6.87319, 0.92354, -0.38367], [-1.25981, -2.00446, 4.78533], [7.37819, -1.47046, 0.65133], [2.19119, 0.07654, 1.10233], [4.83719, -0.91846, -1.92067], [5.82619, 0.30154, -2.65867], [0.81319, 1.66854, 0.32533], [4.94419, 1.12454, 0.89633], [-4.43981, -2.45446, -2.28367], [-3.88381, 1.86354, 4.36433], [-0.89181, -0.89546, -1.03767], [-2.60481, -2.94546, 1.14233], [3.51819, -2.49646, -0.02567], [-0.87381, -3.44046, -2.46767], [1.68419, 1.63354, -3.72967], [-2.45381, -0.01346, -1.58567], [-0.46281, -3.54746, 4.99533], [1.72719, -2.40146, -0.26167], [2.49519, -3.30346, 0.98633], [-2.65981, -1.89246, 2.69033], [-2.16181, 1.41654, 4.46533], [-1.07781, -1.75446, 1.65533], [6.57619, -1.20746, -1.61667], [-4.00281, -3.09546, -3.58767], [2.02719, -3.68946, -1.67567], [1.41819, -0.27846, -2.66567], [-0.87981, 0.71654, 2.31533], [2.66919, 0.35954, -4.64367], [6.21519, -0.23946, 1.55433], [-2.24281, -4.15746, 3.31633], [-3.51481, 4.47554, -1.15367], [-1.36081, 6.30554, -0.24567], [-2.61381, -1.33846, -0.72967], [-0.74781, 3.56154, -0.87467], [0.19519, -2.14246, 4.03333], [-0.60181, -4.96546, 1.75033], [-1.80781, 1.06454, 0.69433], [3.18319, 0.94354, -0.61067], [1.11319, 0.69754, -5.19367], [-1.64881, -1.66246, -3.37067], [-4.67581, 1.50854, 1.54633], [-1.83681, 3.66454, -2.48267]]
}

{
  "formula": "C18H54BCaF4O9",
  "method": "ωB97M-V with the def2-TZVPD basis set",
  "spin_multiplicity": 1,
  "orbital_gap_ev": 3.02,
  "e_tot_ev": -67945.5478,
  "lumo_ev": -8.08,
  "relative_energy_kcal_mol": 304.8,
  "total_charge": 1,
  "elements": ["Ca", "F", "F", "F", "F", "O", "O", "O", "O", "O", "O", "O", "O", "O", "C", "C", "C", "C", "C", "C", "C", "C", "C", "C", "C", "C", "C", "C", "C", "C", "C", "C", "B", "H", "H", "H", "H", "H", "H", "H", "H", "H", "H", "H", "H", "H", "H", "H", "H", "H", "H", "H", "H", "H", "H", "H", "H", "H", "H", "H", "H", "H", "H", "H", "H", "H", "H", "H", "H", "H", "H", "H", "H", "H", "H", "H", "H", "H", "H", "H", "H", "H", "H", "H", "H", "H", "H"],
  "positions_angstrom": [[1.95138, -3.78914, 12.04932], [-2.08869, -3.11081, 15.87709], [-2.15799, -1.13197, 14.68221], [-1.71617, -3.10074, 13.72912], [-0.23539, -2.02589, 14.93863], [0.14934, -6.81583, 19.50449], [-6.13831, -4.84594, 20.19683], [0.27683, -7.85607, 10.73465], [-1.73711, 6.24155, 11.60824], [-6.09421, -6.07076, 11.98712], [-4.93680, 0.91776, 10.31133], [-1.60357, -1.78675, 22.61939], [4.81506, -0.67553, 13.55877], [3.33552, -6.36219, 15.35272], [-7.22874, 0.50675, 9.88665], [0.25223, -0.34918, 22.40646], [-0.00893, -9.79478, 9.33300], [1.04873, -8.02844, 21.29985], [4.61188, 1.60184, 14.08969], [0.71217, -9.24167, 10.52868], [-8.06084, -4.77873, 12.38406], [4.46922, -7.17067, 15.12167], [-0.84416, -1.01881, 21.69350], [-6.91870, -2.57446, 20.12851], [4.39537, -8.30548, 16.18005], [4.84986, 0.20014, 14.69346], [-2.70249, 6.35750, 13.73686], [-1.69972, 5.66270, 12.90619], [-7.26066, -4.01579, 20.09358], [-6.16315, 1.53096, 9.98953], [-0.20890, -7.37736, 20.76697], [-6.63661, -5.11541, 12.82788], [-1.57700, -2.34716, 14.87267], [-7.95088, -4.32862, 20.87706], [4.57484, -7.52153, 14.09511], [-4.95625, 0.86913, 11.26990], [1.78364, -9.40213, 10.40905], [-0.68808, 5.68786, 13.31122], [-2.85361, 5.84818, 14.68863], [-6.54452, 2.37422, 10.56536], [-8.17656, -4.49101, 11.33911], [3.50412, -8.91917, 16.04917], [-1.38187, -0.20473, 21.20746], [-0.67883, -7.78723, 10.67478], [-6.03899, 1.94869, 8.99043], [0.37942, -10.69790, 8.86219], [-7.81522, -1.97504, 19.97019], [4.41113, 2.21467, 14.96846], [0.88871, 0.12230, 21.65767], [0.90095, -8.66180, 22.17458], [4.35040, -7.84102, 17.16512], [-0.49221, -1.73360, 20.94966], [4.08062, 0.09605, 15.45867], [-0.17548, 0.43180, 23.03514], [-7.71648, -4.32041, 19.15149], [3.67425, 1.65300, 13.53622], [-1.02589, -9.98430, 9.67648], [-3.70873, 6.35257, 13.31785], [0.51646, -9.86777, 11.39919], [-6.04021, -4.22989, 12.60819], [0.89676, -0.95455, 23.04381], [-0.57183, -6.33475, 19.09206], [-1.99371, 4.62282, 12.76362], [-8.53914, -3.97495, 12.94376], [5.85143, 0.20094, 15.12352], [-7.25127, -0.11144, 10.78410], [5.34538, -6.58638, 15.40284], [-6.19295, -5.67195, 11.11948], [-8.21202, 0.93265, 9.68693], [5.72907, -0.68354, 13.26532], [-1.97518, -2.51869, 22.12164], [1.87387, -7.34014, 21.48284], [-0.01401, -9.04165, 8.54505], [-6.95779, -0.08291, 9.01086], [5.37379, 2.05320, 13.45417], [-6.13896, -2.33179, 19.40657], [3.08902, -6.42172, 16.27863], [-6.80446, -2.20829, 21.14880], [-0.58257, -6.59489, 21.42742], [5.20643, -9.01797, 16.02954], [-2.52392, 7.41904, 13.90824], [-0.87399, -8.23769, 20.69227], [-1.82224, 7.19280, 11.70561], [-8.77945, -5.58599, 12.52557], [-5.70462, -4.55988, 19.38956], [1.41923, -8.70105, 20.52629], [-6.67367, -5.37622, 13.88557]]
}